Entry one
# C4H5F2NS

2 unconnected molecules or ions with the total composition C4H5F2NS (ωB97M-V/def2-TZVPD, the OMol25 dataset).

Each line ends with the Mulliken charge.
Geometry (Å):
C 0.38 -1.92 -0.21  0.430
C 1.35 0.85 -0.06  0.301
C -1.18 1.21 0.15  -0.931
C 0.16 0.90 0.66  -0.081
N -0.75 -2.16 -0.64  -0.473
F 1.52 -2.42 -0.06  -0.170
F 1.38 0.90 -1.35  -0.252
S 2.92 0.81 0.61  -0.201
H -1.97 1.24 0.85  0.360
H -1.48 0.50 -0.61  0.242
H -1.25 2.28 -0.32  0.267
H 0.39 0.80 1.81  0.233
H -1.47 -2.99 -0.84  0.275

The spin multiplicity is 1. The calculation puts the LUMO energy (alpha / beta) at -0.37 / -1.72 eV. Its frontier orbital gap (alpha / beta) is 0.3059 / 0.2411 Eh. Its HOMO energy (alpha / beta) is -8.696 / -8.279 eV.


Entry two
# C4H5F2NS

2 unconnected molecules or ions with the total composition C4H5F2NS (ωB97M-V/def2-TZVPD, the OMol25 dataset).

Each line ends with the Mulliken charge.
Geometry (Å):
C 0.19 -1.86 0.05  0.399
C 1.44 0.94 -0.05  0.205
C -1.07 0.96 0.08  -1.151
C 0.30 0.92 0.64  -0.106
N -0.91 -1.99 -0.47  -0.435
F 1.27 -2.55 0.28  -0.162
F 1.23 0.71 -1.41  -0.255
S 3.02 1.30 0.57  -0.151
H -1.85 0.26 0.41  0.380
H -1.21 0.66 -0.90  0.424
H -1.49 1.99 0.33  0.271
H 0.35 1.36 1.64  0.324
H -1.27 -2.70 -1.17  0.257

The spin multiplicity is 1. The calculation puts the LUMO energy (alpha / beta) at -0.73 / -2.04 eV. Its frontier orbital gap (alpha / beta) is 0.3075 / 0.2559 Eh. Its HOMO energy (alpha / beta) is -9.094 / -9.001 eV.


Which structure is the least stable? The one labeled entry one.


Entry one
# C2H2O4S

A single C2H2O4S molecule (ωB97M-V/def2-TZVPD, the OMol25 dataset).

Each line ends with the Mulliken charge.
Geometry (Å):
C -1.11 0.67 0.09  0.919
C 0.08 0.21 0.05  -0.792
O -4.09 0.18 1.20  -0.473
O -4.13 0.07 -1.26  -0.459
O -2.17 1.24 -0.01  -0.380
O -2.46 -1.20 0.03  -0.546
S -3.48 -0.20 -0.03  1.162
H 0.85 1.08 -0.09  0.252
H 0.24 -0.89 0.03  0.318

The spin multiplicity is 1. The calculation puts the LUMO energy at -1.22 eV. Its frontier orbital gap is 0.3539 Eh. Its HOMO energy is -10.854 eV.


Entry two
# C2H2O4S

A single C2H2O4S molecule (ωB97M-V/def2-TZVPD, the OMol25 dataset).

Each line ends with the Mulliken charge.
Geometry (Å):
C 1.18 0.32 -0.02  0.133
C 0.11 -0.58 -0.09  -0.278
O -2.41 0.48 -0.29  -0.450
O -2.11 -1.95 0.08  -0.475
O 1.52 1.56 -0.01  -0.007
O 0.77 2.63 0.15  -0.333
S -1.60 -0.61 0.15  0.871
H 2.12 -0.23 -0.08  0.248
H 0.41 -1.60 0.10  0.291

The spin multiplicity is 1. The calculation puts the LUMO energy (alpha / beta) at -1.84 / -2.48 eV. Its frontier orbital gap (alpha / beta) is 0.3292 / 0.2367 Eh. Its HOMO energy (alpha / beta) is -10.794 / -8.920 eV.


Which structure is the least stable? The one labeled entry two.


Entry one
# C4H13N4O

2 unconnected molecules or ions with the total composition C4H13N4O (ωB97M-V/def2-TZVPD, the OMol25 dataset).

Each line ends with the Mulliken charge.
Geometry (Å):
C -0.90 -2.63 2.95  -0.811
C 0.06 -0.88 1.50  0.815
N 0.33 0.39 1.27  -0.315
N -0.43 -1.28 2.67  -0.214
N 0.24 -1.73 0.48  -0.390
H 0.11 1.13 1.92  0.191
H 0.69 0.68 0.35  0.243
H -0.78 -0.55 3.28  0.232
H 0.48 -2.70 0.62  0.216
H 0.65 -1.33 -0.36  0.201
H -0.69 -3.35 2.17  0.303
H -1.99 -2.65 3.14  0.306
H -0.47 -2.96 3.89  0.288
C -0.73 0.66 -2.83  -0.907
C 0.25 1.58 -2.16  0.685
O 1.00 1.17 -1.27  -0.802
N 0.32 2.84 -2.59  -0.368
H -1.39 0.19 -2.10  0.264
H -0.14 -0.08 -3.37  0.262
H 1.02 3.48 -2.26  0.243
H -0.31 3.22 -3.28  0.196
H -1.38 1.18 -3.53  0.362

As for the charge: +1. The spin multiplicity is 1. The calculation puts the LUMO energy at -2.53 eV. Its frontier orbital gap is 0.4113 Eh. Its HOMO energy is -13.728 eV.


Entry two
# C4H13N4O

2 unconnected molecules or ions with the total composition C4H13N4O (ωB97M-V/def2-TZVPD, the OMol25 dataset).

Each line ends with the Mulliken charge.
Geometry (Å):
C -3.04 0.47 -1.50  -1.026
C -1.65 0.50 -1.04  0.699
O -0.87 -0.45 -1.06  -0.556
N -1.24 1.63 -0.35  -0.343
H -3.16 -0.07 -2.47  0.300
H -3.62 1.44 -1.35  0.288
H -0.50 1.58 0.33  0.166
H -1.89 2.43 -0.15  0.235
H -3.66 -0.23 -0.89  0.278
C 2.23 -0.93 -0.88  -1.104
C 1.16 -0.27 1.21  0.571
N 1.23 0.40 2.38  -0.382
N 2.04 0.04 0.21  -0.190
N 0.41 -1.34 1.06  -0.272
H 1.88 1.12 2.58  0.214
H 0.61 0.10 3.12  0.228
H 2.96 0.32 0.53  0.308
H 0.65 -2.00 0.32  0.228
H -0.52 -1.44 1.44  0.249
H 2.58 -1.91 -0.42  0.448
H 3.07 -0.54 -1.51  0.319
H 1.36 -0.87 -1.58  0.342

As for the charge: +1. The spin multiplicity is 1. The calculation puts the LUMO energy at -2.97 eV. Its frontier orbital gap is 0.3805 Eh. Its HOMO energy is -13.322 eV.


Entry three
# C4H13N4O

2 unconnected molecules or ions with the total composition C4H13N4O (ωB97M-V/def2-TZVPD, the OMol25 dataset).

Each line ends with the Mulliken charge.
Geometry (Å):
C 2.71 -0.06 0.15  0.114
C 0.59 1.40 0.45  0.272
C -4.16 -0.11 0.15  0.135
C 2.90 -0.87 -1.16  -1.392
N 1.15 0.30 0.09  -0.271
N -0.67 1.79 0.28  -0.270
N -4.93 -0.93 -0.56  -0.358
N 3.05 -0.83 1.31  -0.496
O -2.96 -0.08 -0.02  -0.695
H 3.33 0.83 0.29  0.362
H 1.16 2.18 0.94  0.326
H -4.59 0.55 0.90  0.339
H 3.96 -1.27 -1.11  0.380
H 2.89 -0.18 -2.09  0.341
H 2.21 -1.69 -1.24  0.471
H 0.61 -0.39 -0.41  0.233
H -1.58 1.26 -0.06  0.244
H -0.93 2.62 0.70  0.260
H -4.36 -1.34 -1.36  0.278
H -5.90 -0.82 -0.40  0.249
H 2.47 -0.57 2.10  0.241
H 3.06 -1.80 1.05  0.236

As for the charge: +1. The spin multiplicity is 1. The calculation puts the LUMO energy at -2.47 eV. Its frontier orbital gap is 0.4041 Eh. Its HOMO energy is -13.470 eV.


Which structure is the least stable? The one labeled entry three.


Entry one
# C3H6N2

A single C3H6N2 molecule (ωB97M-V/def2-TZVPD, the OMol25 dataset).

Each line ends with the Mulliken charge.
Geometry (Å):
C -1.63 -0.59 -0.12  -0.909
C -0.57 0.21 -0.17  0.163
C 0.18 1.39 0.06  -0.153
N 0.80 0.18 -0.54  -0.159
N 1.64 -0.71 0.12  -0.520
H -1.76 -1.51 -0.47  0.347
H -2.47 -0.28 0.29  0.285
H 0.01 2.31 -0.47  0.239
H 0.49 1.57 1.17  0.204
H 2.00 -1.22 -0.69  0.264
H 1.30 -1.35 0.81  0.237

The spin multiplicity is 1. The SMILES is C=C1CN1N. The calculation puts the LUMO energy at 1.14 eV. Its frontier orbital gap is 0.3641 Eh. Its HOMO energy is -8.766 eV.


Entry two
# C3H6N2

A single C3H6N2 molecule (ωB97M-V/def2-TZVPD, the OMol25 dataset).

Each line ends with the Mulliken charge.
Geometry (Å):
C -0.66 0.76 -0.61  -1.099
C 0.25 -0.37 -0.23  0.394
N 1.23 0.32 0.57  -0.537
C -0.40 -1.53 0.42  0.116
N -0.88 -2.46 0.93  -0.408
H -1.57 0.37 -1.10  0.352
H -0.67 1.42 0.39  0.212
H -0.09 1.38 -1.33  0.316
H 0.50 -0.63 -1.26  0.187
H 1.71 -0.33 1.20  0.267
H 0.59 1.08 1.02  0.200

The spin multiplicity is 1. The SMILES is C[C@@H](N)C#N. The calculation puts the LUMO energy at 0.86 eV. Its frontier orbital gap is 0.4119 Eh. Its HOMO energy is -10.345 eV.


Entry three
# C3H6N2

A single C3H6N2 molecule (ωB97M-V/def2-TZVPD, the OMol25 dataset).

Each line ends with the Mulliken charge.
Geometry (Å):
C 1.34 -0.60 -0.19  -0.784
N 0.45 0.20 0.65  -0.341
C -0.70 0.86 0.09  -0.515
C -1.84 -0.01 -0.29  0.350
N -2.73 -0.71 -0.52  -0.386
H 1.08 -1.67 -0.26  0.279
H 2.35 -0.54 0.24  0.272
H 1.40 -0.21 -1.21  0.296
H 0.16 -0.35 1.45  0.247
H -1.08 1.57 0.83  0.272
H -0.42 1.47 -0.78  0.309

The spin multiplicity is 1. The SMILES is CNCC#N. The calculation puts the LUMO energy at 0.89 eV. Its frontier orbital gap is 0.3853 Eh. Its HOMO energy is -9.594 eV.


Which structure is the least stable? The one labeled entry one.


Entry one
# C3H6N2

2 unconnected molecules or ions with the total composition C3H6N2 (ωB97M-V/def2-TZVPD, the OMol25 dataset).

Each line ends with the Mulliken charge.
Geometry (Å):
C -1.24 -0.92 -0.25  -0.736
C -0.76 0.30 -0.45  0.006
C 0.14 0.61 -1.54  0.291
N 0.78 0.87 -2.46  -0.403
H -0.88 -1.77 -0.81  0.281
H -2.02 -1.07 0.48  0.297
H -1.06 1.15 0.15  0.231
N 1.11 0.33 1.07  -0.690
H 0.66 -0.53 1.38  0.272
H 1.30 0.94 1.85  0.213
H 1.97 0.09 0.58  0.237

The spin multiplicity is 1. The SMILES is C=CC#N.N. The calculation puts the LUMO energy at 0.79 eV. Its frontier orbital gap is 0.3768 Eh. Its HOMO energy is -9.467 eV.


Entry two
# C3H6N2

2 unconnected molecules or ions with the total composition C3H6N2 (ωB97M-V/def2-TZVPD, the OMol25 dataset).

Each line ends with the Mulliken charge.
Geometry (Å):
C -1.03 0.03 1.34  -0.146
N -0.39 -0.94 0.92  -0.338
C 0.20 -0.18 2.14  -0.282
H -1.94 0.50 1.10  0.330
H 1.05 0.52 1.86  0.213
H 0.01 -0.56 3.18  0.226
C 0.73 -0.14 -2.15  -0.234
N 0.13 0.96 -2.15  -0.497
H 0.27 -1.15 -1.80  0.233
H 1.80 -0.14 -2.41  0.250
H -0.84 1.10 -2.04  0.245

The spin multiplicity is 1. The SMILES is C1=NC1.C=N. The calculation puts the LUMO energy at 1.09 eV. Its frontier orbital gap is 0.3856 Eh. Its HOMO energy is -9.404 eV.


Entry three
# C3H6N2

A single C3H6N2 molecule (ωB97M-V/def2-TZVPD, the OMol25 dataset).

Each line ends with the Mulliken charge.
Geometry (Å):
H -2.19 0.16 -0.02  0.197
N -1.42 -0.36 -0.38  -0.700
C -0.34 0.32 -0.09  0.592
N -0.35 1.58 0.36  -0.521
C 0.90 -0.24 -0.14  -0.434
C 0.87 -1.58 -0.29  -0.513
H 0.38 1.80 1.20  0.254
H -1.13 2.25 0.61  0.265
H 1.82 0.33 -0.25  0.343
H 1.77 -2.28 -0.68  0.239
H -0.31 -1.98 -0.32  0.278

The spin multiplicity is 1. The SMILES is [H]/N=C(\N)C=C. The calculation puts the LUMO energy at 0.82 eV. Its frontier orbital gap is 0.3591 Eh. Its HOMO energy is -8.953 eV.


Entry four
# C3H6N2

A single C3H6N2 molecule (ωB97M-V/def2-TZVPD, the OMol25 dataset).

Each line ends with the Mulliken charge.
Geometry (Å):
C -1.76 0.04 0.07  -0.151
N -1.08 -0.79 -0.60  -0.489
N 0.24 -0.54 -0.75  0.088
C 0.90 0.64 -0.42  -0.583
C 1.18 -0.73 0.26  -0.139
H -2.90 0.00 0.14  0.254
H -1.30 0.87 0.68  0.147
H 1.29 1.19 -1.26  0.239
H 0.52 1.39 0.38  0.190
H 2.08 -1.32 0.16  0.231
H 0.82 -0.75 1.35  0.213

The spin multiplicity is 1. The SMILES is C=NN1CC1. The calculation puts the LUMO energy at 1.13 eV. Its frontier orbital gap is 0.3667 Eh. Its HOMO energy is -8.852 eV.


Which structure is the least stable? The one labeled entry four.


Entry one
# C3H6N2

A molecular structure, C3H6N2 (ωB97M-V/def2-TZVPD, the OMol25 dataset).

Each line ends with the Mulliken charge.
Geometry (Å):
C 1.43 -0.21 0.44  -0.267
C 0.53 -1.04 -0.18  -0.161
C 0.74 0.96 -0.23  -0.203
N -0.09 -0.10 -0.92  -0.508
N -2.51 -0.37 0.11  -0.482
H 2.46 -0.20 0.68  0.348
H 0.42 -2.13 -0.08  0.389
H 0.00 1.60 0.33  0.168
H 1.27 1.60 -0.98  0.235
H -2.61 0.60 0.26  0.229
H -1.64 -0.71 0.58  0.252

The spin multiplicity is 1. The calculation puts the LUMO energy (alpha / beta) at -0.70 / -0.05 eV. Its frontier orbital gap (alpha / beta) is 0.3426 / 0.3288 Eh. Its HOMO energy (alpha / beta) is -10.022 / -8.994 eV.


Entry two
# C3H6N2

2 unconnected molecules or ions with the total composition C3H6N2 (ωB97M-V/def2-TZVPD, the OMol25 dataset).

Each line ends with the Mulliken charge.
Geometry (Å):
C 0.35 1.26 -0.82  -0.732
N -0.33 0.43 0.14  -0.396
C -1.11 -0.49 -0.23  -0.281
C 1.02 -2.31 1.47  -0.106
N 0.85 -1.19 1.81  -0.281
H 1.41 0.99 -0.80  0.261
H 0.27 2.31 -0.52  0.248
H -0.03 1.14 -1.85  0.311
H 0.46 -0.26 1.54  0.410
H -1.51 -1.18 0.53  0.326
H -1.37 -0.69 -1.28  0.239

The spin multiplicity is 1. The calculation puts the LUMO energy at 0.78 eV. Its frontier orbital gap is 0.4189 Eh. Its HOMO energy is -10.617 eV.


Which structure is the least stable? The one labeled entry one.